No. 1
82
Properties=species:S:1:pos:R:3:mulliken_spin:R:1 method="wB97M-V/def2-TZVPD" homo_lumo_gap_ev="4.82 / 4.86" s2=12.7812 multiplicity=7 max_force_ev_per_a=3.29 total_charge=+1 homo_ha="-0.3061 / -0.3081" lumo_ev="-3.5 / -3.5"
C -1.22509 -0.43281 0.63046 -0.028
C -1.59375 0.12208 -0.62384 0.010
C -1.39050 -0.88472 -1.62338 -0.011
H -2.04909 1.09955 -0.79695 -0.002
C -0.89985 -2.05804 -0.96708 -0.024
C -0.79842 -1.77154 0.42591 -0.009
H -0.49291 -2.47389 1.19868 0.002
H -1.30870 0.06713 1.58934 -0.003
H -1.64687 -0.80281 -2.66964 0.007
H -0.70583 -3.01468 -1.44762 0.008
Tb 0.92854 -0.38062 -0.81262 6.138
Si 1.40160 1.22819 -4.12949 -0.012
C 0.26466 2.63081 -4.42240 -0.007
C 0.76484 3.89224 -4.79596 -0.001
H 1.85435 4.03442 -4.85799 0.000
C -0.15350 4.91278 -5.02143 0.000
H 0.19952 5.89381 -5.35284 0.000
C -1.52346 4.64877 -4.84535 0.000
H -2.25665 5.40276 -5.14434 0.000
C -1.97628 3.44617 -4.29090 0.001
H -3.02408 3.26740 -4.04801 0.000
C -1.05444 2.42809 -4.03514 0.000
H -1.36122 1.51210 -3.51573 -0.001
C 0.46968 -0.42311 -4.58023 0.070
C -0.99973 -0.57380 -5.05680 -0.177
H -1.69793 0.23980 -4.93400 0.030
C -1.39173 -1.86402 -5.58202 -0.163
H -2.18849 -1.99871 -6.34872 0.004
C -0.85112 -2.96140 -4.90176 0.152
H -1.34727 -3.92789 -4.95089 -0.016
C 0.31520 -2.83736 -4.15501 -0.074
H 0.72290 -3.73674 -3.67907 -0.005
C 0.99513 -1.65189 -4.03328 0.176
H 1.94994 -1.57556 -3.49802 -0.020
H 1.14628 1.24578 -2.60602 0.002
Si 0.27115 -0.68092 -6.42822 0.014
C 0.99550 -1.89915 -7.58702 -0.017
C 0.56297 -1.91383 -8.93346 0.004
H 0.30653 -0.98242 -9.42687 -0.001
C 0.46371 -3.15059 -9.57598 -0.001
H 0.01700 -3.21374 -10.56520 -0.001
C 0.91774 -4.31702 -8.95023 0.005
H 0.69340 -5.30658 -9.37598 0.000
C 1.69957 -4.18891 -7.79231 -0.001
H 2.22939 -5.05793 -7.40339 0.000
C 1.78320 -2.96088 -7.14066 0.008
H 2.42498 -2.82391 -6.26546 -0.004
C -0.04362 0.94727 -7.29949 0.000
C -1.30953 1.40578 -7.66377 0.000
H -2.19428 0.84559 -7.40573 0.001
C -1.38746 2.63556 -8.33095 0.001
H -2.36822 3.03973 -8.58635 0.000
C -0.22076 3.35120 -8.65650 0.001
H -0.28737 4.28059 -9.23800 0.000
C 1.03689 2.83681 -8.30144 -0.001
H 1.93975 3.39797 -8.51958 0.000
C 1.12322 1.62020 -7.63610 0.006
H 2.09549 1.22827 -7.31094 -0.003
H 2.75850 1.80808 -4.15248 -0.001
Cl 3.25120 -0.53314 -1.93063 -0.021
C 3.68287 -2.73068 2.14326 -0.001
C 2.78882 -2.34508 1.13774 0.000
N 2.12482 -1.16643 1.17430 -0.020
C 2.29304 -0.32745 2.23894 -0.004
C 3.16196 -0.67773 3.31377 -0.001
C 3.85771 -1.90895 3.24788 0.002
C 3.34791 0.27375 4.37116 0.000
C 2.71278 1.49999 4.35386 -0.001
C 1.87989 1.90905 3.26433 0.000
C 1.27394 3.18196 3.19208 0.000
C 0.55851 3.53272 2.04417 0.000
C 0.51684 2.62657 0.97359 -0.001
N 1.09211 1.40693 1.00970 -0.003
C 1.71082 1.01141 2.16977 -0.005
H 4.23612 -3.65918 2.02962 0.000
H 2.61929 -2.94081 0.24108 0.000
H 4.53125 -2.18338 4.05806 0.000
H 4.02937 0.01756 5.17357 0.000
H 2.87823 2.21479 5.15966 0.000
H 1.38439 3.87799 4.01809 0.000
H 0.05574 4.48385 1.95999 0.000
H -0.00329 2.89176 0.04946 -0.001

No. 2
88
Properties=species:S:1:pos:R:3:mulliken_charge:R:1 method="wB97M-V/def2-TZVPD" homo_lumo_gap_ev=7.09 de_lowest_kcal_mol=30.7 max_force_ev_per_a=0.81 total_charge=+1 homo_ha=-0.3856 lumo_ev=-3.4
Tc 1.53023 -0.85248 0.01957 -0.403
O 1.82820 -0.89740 -1.89839 -0.351
C 1.86803 -2.00673 -2.65960 0.675
C 2.48174 -1.88067 -3.90660 -0.467
C 2.60032 -2.96592 -4.74848 -0.604
C 2.10589 -4.22005 -4.37845 -0.808
C 1.48249 -4.35217 -3.16222 -0.947
C 1.35640 -3.26305 -2.28227 0.617
C 0.66984 -3.50153 -1.04029 -0.464
N 0.54626 -2.62208 -0.11586 0.999
N -0.23358 -3.01970 0.97818 -1.043
C -0.38036 -2.15230 1.88473 0.442
O 0.19716 -0.84714 1.81434 -0.188
C -1.15135 -2.36832 3.11210 0.522
C -2.10541 -3.38379 3.15266 -0.532
C -2.85034 -3.56979 4.30313 -0.750
C -2.63784 -2.75557 5.41143 -0.486
C -1.67866 -1.75335 5.37147 -0.624
C -0.93705 -1.55124 4.21864 -0.298
H 2.85476 -0.90390 -4.18584 0.509
H 3.07899 -2.84003 -5.71137 0.441
H 2.21119 -5.06978 -5.03753 0.429
H 1.07700 -5.31038 -2.85890 0.428
H 0.18956 -4.46165 -0.87176 0.375
H -2.26350 -4.00049 2.27697 0.433
H -3.60227 -4.34679 4.33666 0.439
H -3.22691 -2.90130 6.30748 0.435
H -1.51207 -1.12479 6.23595 0.473
H -0.18710 -0.77304 4.17989 0.427
C 6.60330 -1.43232 -2.47080 -1.270
C 5.56670 -0.78665 -1.60638 0.937
C 5.08624 0.50239 -1.86969 -1.047
C 3.98623 0.92711 -1.17746 0.032
N 3.45006 0.18395 -0.19714 -0.248
C 4.07761 -0.98377 0.08972 0.899
S 3.22455 -1.83558 1.35042 -0.339
N 5.07867 -1.51371 -0.60523 -0.570
H 7.58826 -1.34959 -2.00672 0.326
H 6.64505 -0.96673 -3.45365 0.375
H 6.37357 -2.49143 -2.56932 0.349
H 5.53498 1.12301 -2.63217 0.412
H 3.49052 1.86523 -1.39373 0.379
S 1.18089 2.58319 1.75196 -0.265
C 1.85001 3.98580 1.19159 0.208
N 2.29521 4.98577 1.95932 -0.223
C 2.65851 6.25358 1.34268 -0.600
C 2.88451 5.97385 -0.15005 -0.526
S 2.09941 4.37052 -0.49869 0.036
H 2.12472 4.91994 2.95133 0.246
H 3.56468 6.64037 1.80553 0.316
H 1.86194 6.98569 1.48593 0.275
H 3.94042 5.91365 -0.40077 0.303
H 2.41404 6.72997 -0.77197 0.343
C -0.06322 -0.17169 0.58174 0.706
Ge -1.91234 0.52057 0.17121 1.277
C -1.75450 1.40889 -1.52081 0.109
C -0.81015 2.42168 -1.69972 0.401
C -0.71015 3.07883 -2.91730 -0.482
C -1.55462 2.73103 -3.96417 -0.621
C -2.50076 1.73025 -3.79365 -0.721
C -2.59987 1.06858 -2.57622 -0.488
C -2.47284 1.66434 1.60740 0.248
C -2.76307 1.15794 2.87404 0.137
C -3.24956 1.99201 3.87056 -1.000
C -3.45845 3.33846 3.60636 -0.602
C -3.17724 3.85202 2.34824 -0.747
C -2.68621 3.01968 1.35109 -0.466
C -3.00834 -1.06253 0.01575 0.138
C -4.18444 -1.20073 0.75165 -0.388
C -4.97327 -2.33672 0.60890 -0.664
C -4.59056 -3.34384 -0.26467 -0.636
C -3.42806 -3.21022 -1.01561 -0.935
C -2.64782 -2.07233 -0.88115 -0.283
H -0.15391 2.69468 -0.87990 -0.359
H 0.02510 3.86315 -3.04802 0.410
H -1.47427 3.24056 -4.91575 0.416
H -3.16210 1.46430 -4.60824 0.427
H -3.34103 0.28773 -2.45040 0.391
H -2.61993 0.10696 3.08982 0.523
H -3.47362 1.58809 4.84991 0.477
H -3.85094 3.98644 4.37943 0.406
H -3.34477 4.90101 2.14062 0.432
H -2.47417 3.42789 0.36986 0.385
H -4.49126 -0.42141 1.43886 0.392
H -5.88807 -2.43227 1.17955 0.454
H -5.20373 -4.22958 -0.37099 0.410
H -3.13729 -3.99028 -1.70814 0.471
H -1.75626 -1.96229 -1.49062 0.754

No. 3
90
Properties=species:S:1:pos:R:3:mulliken_charge:R:1 method="wB97M-V/def2-TZVPD" homo_lumo_gap_ev=4.69 de_lowest_kcal_mol=13.3 max_force_ev_per_a=1.33 total_charge=-2 homo_ha=-0.0186 lumo_ev=4.2
In 0.45168 0.75654 -0.72798 1.250
C 0.38532 0.67819 -5.15736 -1.568
C -0.28475 0.47411 -3.81677 0.904
O 0.52917 0.16203 -2.87750 -0.258
C -1.65611 0.56965 -3.75010 -1.933
C -2.42968 0.35671 -2.55359 2.100
C -3.49750 -0.70553 -2.55637 -1.447
N -2.30568 1.00386 -1.42617 -0.199
N -2.81355 0.65438 -0.28764 -0.703
C -1.79927 -0.18743 0.46640 1.999
O -0.94492 -0.86289 -0.35393 -0.840
C -2.54438 -1.13659 1.40275 -0.300
C -1.82974 -1.77647 2.41381 -0.443
C -2.45760 -2.68235 3.25703 -0.871
C -3.81133 -2.96588 3.10071 -0.472
C -4.52324 -2.33969 2.08496 -0.746
C -3.88960 -1.43194 1.23944 -0.356
H 1.14001 1.46204 -5.04267 0.216
H 0.90562 -0.23695 -5.45461 0.286
H -0.32226 0.96995 -5.93612 0.363
H -2.20365 0.61270 -4.68445 0.190
H -3.72095 -1.00260 -3.58239 0.545
H -3.13956 -1.57626 -2.00091 0.138
H -4.39556 -0.34055 -2.05305 0.280
H -0.77188 -1.56252 2.51569 0.417
H -1.88865 -3.16991 4.04170 0.405
H -4.30393 -3.66964 3.76331 0.357
H -5.57954 -2.55023 1.95527 0.376
H -4.43564 -0.92624 0.45222 0.360
C 1.13176 -6.60608 -2.25769 -1.398
C 1.42393 -5.35788 -1.46199 1.305
C 2.35076 -5.36709 -0.42504 -0.924
C 2.63132 -4.20816 0.29133 -0.759
C 1.97241 -3.03071 -0.02854 0.146
C 1.03217 -3.00416 -1.05580 0.361
C 0.76723 -4.16552 -1.76003 -1.397
S 2.38876 -1.52372 0.83109 1.369
O 3.69400 -1.73251 1.40507 -0.779
O 1.31230 -1.23113 1.73894 -0.668
N 2.34703 -0.42245 -0.33786 0.079
C 3.54169 -0.04315 -0.97809 0.631
C 4.71017 -0.77556 -1.04043 -0.854
C 5.86070 -0.28406 -1.69208 -0.890
C 5.87319 0.92762 -2.31368 -1.037
C 4.68499 1.69640 -2.31833 0.758
C 4.58790 2.94375 -2.97308 -0.700
C 3.40828 3.62521 -2.97789 -1.145
C 2.29806 3.06036 -2.31796 -0.207
N 2.36584 1.92144 -1.68593 0.629
C 3.52954 1.21970 -1.66389 0.170
H 1.79383 -7.42298 -1.96437 0.344
H 1.26470 -6.42856 -3.32776 0.319
H 0.09995 -6.93803 -2.10828 0.301
H 2.87082 -6.28867 -0.18058 0.264
H 3.36611 -4.20092 1.08713 0.459
H 0.50522 -2.08505 -1.28521 0.063
H 0.03752 -4.14289 -2.56384 0.430
H 4.76595 -1.73351 -0.55171 0.470
H 6.75776 -0.89374 -1.68593 0.364
H 6.76128 1.30637 -2.80853 0.339
H 5.46557 3.34042 -3.47278 0.361
H 3.30336 4.57511 -3.48662 0.407
H 1.32842 3.54944 -2.31000 0.279
Se -1.05983 2.75910 -1.44650 -0.371
O 3.04618 1.94655 1.48786 -0.897
N 1.70810 1.84139 1.67493 0.499
N -0.92949 0.81370 1.18512 0.624
C -1.28677 1.66286 2.06925 0.639
C -0.42299 2.79839 2.41706 0.792
C -1.00738 3.95897 2.97302 -1.151
C -0.34540 5.16006 3.09764 -0.999
C 0.97600 5.25166 2.61201 -0.445
C 1.61319 4.16222 2.09021 -0.785
C 0.96373 2.88661 2.03706 -0.140
C -2.61392 1.58726 2.78723 -0.641
C -3.82466 1.89892 2.18105 0.118
C -5.00484 1.84796 2.91463 -0.857
C -4.99186 1.47035 4.25135 -0.406
C -3.78300 1.14516 4.85705 -0.927
C -2.60408 1.21166 4.12802 0.284
H -2.04387 3.91801 3.27374 0.300
H -0.84690 6.02397 3.51943 0.359
H 1.49601 6.20531 2.65061 0.347
H 2.62897 4.19123 1.72620 0.493
H 1.33571 0.92104 1.89243 0.159
H -3.82354 2.15893 1.12945 0.348
H -5.94430 2.09185 2.43049 0.386
H -5.91625 1.42150 4.81606 0.342
H -3.75743 0.84250 5.89730 0.355
H -1.65673 0.96710 4.59599 0.433